1) The following is a DFT calculation (ωB97M-V/def2-TZVPD) of a single C2H2O2S molecule.

Properties
- SMILES = O=CC(O)=S
- HOMO energy (eV) = -9.45
- 2S+1 = 1
- charge = 0

Each atom is followed by the atoms it is bonded to, with distances in Å.
Positions of all 7 atoms, in Å:
1 C -0.152 0.318 0.107  C2 1.591, O5 1.368, S7 1.633
2 C 1.390 0.028 0.375  C1 1.591, H4 1.148, O6 1.212
3 H -1.143 2.089 -0.222  O5 0.960
4 H 1.938 0.542 1.243  C2 1.148
5 O -0.292 1.650 -0.172  C1 1.368, H3 0.960
6 O 2.011 -0.715 -0.354  C2 1.212
7 S -1.373 -0.762 0.018  C1 1.633

Population analysis type Mulliken, resulting atomic charges in e:
1. C 0.36
2. C 0.04
3. H 0.35
4. H 0.29
5. O -0.43
6. O -0.38
7. S -0.24

=====

2) The following is a DFT calculation (ωB97M-V/def2-TZVPD) of a single C2H2O2S molecule.

Properties
- SMILES = O=CC(O)=S
- HOMO energy (eV) = -9.58
- 2S+1 = 1
- charge = 0

Each atom is followed by the atoms it is bonded to, with distances in Å.
Positions of all 7 atoms, in Å:
1 C 0.440 -0.098 -0.089  C2 1.489, O5 1.324, S7 1.594
2 C -1.013 -0.314 0.158  C1 1.489, H4 1.103, O6 1.218
3 H 1.592 1.389 -0.276  O5 1.028
4 H -1.525 0.328 0.895  C2 1.103
5 O 0.580 1.208 -0.253  C1 1.324, H3 1.028
6 O -1.599 -1.247 -0.360  C2 1.218
7 S 1.525 -1.266 -0.076  C1 1.594

Population analysis type Mulliken, resulting atomic charges in e:
1. C 0.36
2. C 0.03
3. H 0.36
4. H 0.31
5. O -0.41
6. O -0.41
7. S -0.25

=====

3) The following is a DFT calculation (ωB97M-V/def2-TZVPD) of a single C2H2O2S molecule.

Properties
- HOMO energy (eV) = -9.69
- 2S+1 = 1
- charge = 0

Each atom is followed by the atoms it is bonded to, with distances in Å.
Positions of all 7 atoms, in Å:
1 C 0.308 0.103 -0.912  C2 1.425, O3 1.210, H6 1.084
2 C 0.452 -0.494 0.374  C1 1.425, S5 1.687, H7 0.995
3 O -0.723 0.657 -1.216  C1 1.210
4 O -1.777 0.769 1.009  S5 1.454
5 S -0.718 -0.087 1.518  C2 1.687, O4 1.454
6 H 1.202 0.007 -1.517  C1 1.084
7 H 1.255 -0.954 0.743  C2 0.995

Population analysis type Mulliken, resulting atomic charges in e:
1. C 0.07
2. C -0.41
3. O -0.45
4. O -0.40
5. S 0.41
6. H 0.31
7. H 0.47

=====

4) The following is a DFT calculation (ωB97M-V/def2-TZVPD) of a single C2H2O2S molecule.

Properties
- SMILES = O=CC(=O)S
- HOMO energy (eV) = -9.55
- 2S+1 = 1
- charge = 0

Each atom is followed by the atoms it is bonded to, with distances in Å.
Positions of all 7 atoms, in Å:
1 C -0.372 -0.322 -0.359  C2 1.723, O3 1.178, S5 1.997
2 C 1.066 -0.622 0.540  C1 1.723, O4 1.168, H6 1.082
3 O -1.072 -1.201 -0.714  C1 1.178
4 O 2.101 -0.172 0.241  C2 1.168
5 S -1.419 1.288 -0.907  C1 1.997, H7 1.335
6 H 0.673 -1.250 1.329  C2 1.082
7 H -0.977 2.280 -0.131  S5 1.335

Population analysis type Mulliken, resulting atomic charges in e:
1. C 0.33
2. C 0.20
3. O -0.37
4. O -0.34
5. S -0.24
6. H 0.30
7. H 0.12

=====

Relative energy of each structure, in eV: 1) 0.236; 2) 0.000; 3) 1.327; 4) 1.009.

=====

1) The following is a DFT calculation (ωB97M-V/def2-TZVPD) of an isolated ion of composition C3H4N3 and charge +1.

Properties
- HOMO energy (eV) = -15.97
- 2S+1 = 1
- charge = +1

Each atom is followed by the atoms it is bonded to, with distances in Å.
Positions of all 10 atoms, in Å:
1 C 1.108 -0.500 0.269  N5 1.239, N6 1.436, H7 1.095
2 C -2.809 -0.477 0.222  N4 1.177
3 C -0.821 0.954 -0.231  N4 1.324, N6 1.291, H8 1.091
4 N -1.810 0.107 0.013  C2 1.177, C3 1.324
5 N 0.789 -1.543 -0.319  C1 1.239, H9 1.013
6 N 0.439 0.721 -0.083  C1 1.436, C3 1.291, H10 1.021
7 H 1.891 -0.311 1.010  C1 1.095
8 H -1.132 1.951 -0.545  C3 1.091
9 H 1.270 -2.408 -0.104  N5 1.013
10 H 1.075 1.506 -0.232  N6 1.021

Population analysis type Mulliken, resulting atomic charges in e:
1. C -0.02
2. C 0.06
3. C 0.07
4. N 0.02
5. N -0.45
6. N -0.07
7. H 0.37
8. H 0.39
9. H 0.30
10. H 0.33

=====

2) The following is a DFT calculation (ωB97M-V/def2-TZVPD) of an isolated ion of composition C3H4N3 and charge +1.

Properties
- SMILES = C=N/N=C/C#[NH+]
- HOMO energy (eV) = -14.64
- 2S+1 = 1
- charge = +1

Each atom is followed by the atoms it is bonded to, with distances in Å.
Positions of all 10 atoms, in Å:
1 C -1.106 0.053 0.318  C2 1.321, N5 1.333, H7 1.060
2 C -2.388 0.003 0.002  C1 1.321, N6 1.191
3 C 2.305 -0.111 0.359  N4 1.377, H8 1.106, H9 1.093
4 N 1.066 -0.131 -0.242  C3 1.377, N5 1.193
5 N -0.088 -0.360 -0.437  C1 1.333, N4 1.193
6 N -3.553 -0.236 0.081  C2 1.191, H10 0.978
7 H -0.794 0.500 1.227  C1 1.060
8 H 2.635 -0.921 1.036  C3 1.106
9 H 2.968 0.588 -0.159  C3 1.093
10 H -4.377 0.249 -0.122  N6 0.978

Population analysis type Mulliken, resulting atomic charges in e:
1. C -0.37
2. C 0.42
3. C -0.13
4. N 0.13
5. N -0.24
6. N -0.18
7. H 0.46
8. H 0.29
9. H 0.28
10. H 0.33

=====

Relative energy of each structure, in eV: 1) 0.000; 2) 1.614.